(1)
Molecular formula: C3H5NO2Si
Method: DFT, ωB97M-V with the def2-TZVPD basis set

```
! wB97M-V def2-TZVPD RIJCOSX def2/J DEFGRID3
* xyz 0 1
C 1.3230 -0.2088 0.4187
C 0.7213 1.0996 0.3018
C 1.0717 -1.3539 -0.3162
N -1.5668 -1.8690 0.5660
O -0.5151 1.1475 0.1561
O -2.9395 0.8022 0.0364
Si -1.7427 -0.3166 0.2714
H 2.3543 -0.1129 0.8301
H 1.1684 2.0240 0.4750
H 1.8604 -1.9422 -0.1000
H -3.1653 1.1606 -0.8352
H -0.2229 -1.7314 -0.5420
*
```

E_HOMO (alpha / beta)	-8.10 / -8.11	eV
strongest force on any atom	0.11023	hartree/bohr
energy above the lowest of the compared OMol25 structures with the same formula, charge and spin	619.66	kJ/mol
orbital gap (alpha / beta)	6.73 / 6.73	eV



(2)
Molecular formula: C7H9N3OS
Method: DFT, ωB97M-V with the def2-TZVPD basis set

```
! wB97M-V def2-TZVPD RIJCOSX def2/J DEFGRID3
* xyz 0 1
C 0.6982 2.2866 -2.2935
C 0.2978 1.4562 -1.1799
C -0.7677 0.7051 -1.2821
C 1.3888 1.2584 -0.2694
C -0.1422 -1.6552 1.1807
C 2.5660 -0.3257 1.1429
C -3.0856 1.8651 -2.2433
N 0.9478 2.9405 -3.2028
N 0.0212 -0.2178 1.0196
N 1.2275 0.2591 0.6856
O 2.4225 1.8829 -0.4225
S -2.2515 0.3034 -1.5931
H 0.7884 -1.9738 1.7264
H -1.0556 -1.7476 1.6402
H -0.2434 -2.1493 0.1983
H 3.2835 0.5059 0.8990
H 2.4626 -0.5493 2.1413
H 2.6788 -1.1222 0.4506
H -3.5098 2.3858 -1.4876
H -3.8571 1.6238 -3.0118
H -2.3295 2.4623 -2.6865
*
```

E_HOMO (alpha / beta)	-8.02 / -8.32	eV
strongest force on any atom	0.08004	hartree/bohr
energy above the lowest of the compared OMol25 structures with the same formula, charge and spin	478.64	kJ/mol
orbital gap (alpha / beta)	7.50 / 7.20	eV



(3)
Molecular formula: H30O15
Method: DFT, ωB97M-V with the def2-TZVPD basis set

```
! wB97M-V def2-TZVPD RIJCOSX def2/J DEFGRID3
* xyz 0 1
O 0.1531 -0.0431 -0.5069
H 1.0492 -0.1034 -0.1195
H -0.4506 0.1947 0.2322
O 0.1092 -1.5275 2.9663
H 0.7685 -0.8322 2.7359
H 0.6486 -2.2558 2.7765
O -1.5553 1.6713 1.3031
H -1.0439 2.5171 1.3318
H -1.7386 1.4310 2.2118
O -4.1189 1.3629 -0.2023
H -3.1597 1.2120 0.0970
H -4.2980 0.6542 -0.7921
O -1.6612 2.0333 -2.0581
H -1.6795 1.1435 -2.3909
H -0.7471 2.2290 -1.9936
O -2.1468 -0.8766 -2.4387
H -1.2497 -1.0338 -2.0743
H -2.1317 -1.2536 -3.3221
O 2.7996 -1.6773 -1.8389
H 2.2939 -2.5008 -1.9558
H 2.5165 -1.0321 -2.4545
O 1.6328 0.5413 2.2307
H 2.4567 0.7390 1.7509
H 1.1030 1.2711 2.0940
O 0.8837 3.3535 0.6456
H 0.9108 2.7322 -0.1150
H 0.4589 4.1545 0.2973
O 1.4779 2.2346 -1.8724
H 1.4424 2.2745 -2.7878
H 1.0391 1.4953 -1.5244
O -2.7080 -1.5178 0.0693
H -2.6839 -0.9842 -0.7670
H -1.9553 -2.1354 -0.0229
O -3.2938 -0.8328 2.6173
H -3.0796 -1.7373 2.9101
H -2.8317 -0.7764 1.7514
O 2.9140 -1.6839 0.9417
H 3.6774 -1.9405 1.3956
H 2.8891 -1.7906 0.0022
O -0.4333 -2.9812 -0.6518
H 0.1599 -3.6321 -1.0486
H -0.0650 -2.0901 -0.5159
O 3.6063 0.8897 0.2506
H 3.5372 -0.0539 0.3593
H 4.5039 1.1577 0.4829
*
```

E_HOMO	-9.71	eV
strongest force on any atom	0.06428	hartree/bohr
energy above the lowest of the compared OMol25 structures with the same formula, charge and spin	176.08	kJ/mol
orbital gap	8.94	eV



- Among the records above, which one has the highest energy above the lowest of the compared OMol25 structures with the same formula, charge and spin?
  C3H5NO2Si